[1]
A cluster of 2 separate species, C6H4N2O in total at a distorted geometry, computed with ωB97M-V/def2-TZVPD.

Geometry as XYZ:
```
13
Properties=species:S:1:pos:R:3:mulliken_charge:R:1
C 1.563 1.583 -1.217 -0.39
C 1.752 1.261 -0.087 -0.36
C -1.996 -0.278 -0.176 -0.19
C -1.658 -0.334 1.245 -0.10
C 0.012 -0.897 0.054 -0.02
C 1.221 -1.377 -0.214 0.85
N -0.937 -0.589 -0.870 -0.55
N -0.402 -0.717 1.343 -0.55
O 2.296 -1.774 -0.288 -0.33
H 1.478 2.197 -2.145 0.33
H -2.831 0.225 -0.605 0.39
H -2.143 0.004 2.136 0.42
H 1.645 0.696 0.822 0.51
```

Results
M   120.111 g/mol
Multiplicity   3
HOMO (alpha / beta)   -6.23 / -10.58 eV



[2]
An isolated molecule of C6H4N2O2S at a distorted geometry, computed with ωB97M-V/def2-TZVPD.

Geometry as XYZ:
```
15
Properties=species:S:1:pos:R:3:mulliken_charge:R:1
C -2.610 -1.071 -0.047 -0.88
S -0.910 -1.710 -0.139 0.06
C 0.005 -0.325 -0.002 0.40
C 1.749 -0.291 -0.056 0.09
C 2.486 -1.437 0.067 0.21
N 3.065 -2.422 0.221 -0.48
C 2.045 1.114 -0.099 0.20
O 3.109 1.673 -0.193 -0.56
N 0.827 1.827 -0.024 -0.06
C -0.330 1.105 0.090 0.39
O -1.431 1.581 0.251 -0.57
H -2.763 -0.291 -0.786 0.30
H -2.782 -0.676 0.951 0.31
H -3.273 -1.912 -0.238 0.38
H 0.814 2.836 0.003 0.20
```

Results
M   168.177 g/mol
SMILES   CSC1=C(C#N)C(=O)NC1=O
HOMO (alpha / beta)   -9.27 / -8.76 eV



[3]
A cluster of 2 separate species, C6H4N2O4 in total at a distorted geometry, computed with ωB97M-V/def2-TZVPD.

Geometry as XYZ:
```
16
Properties=species:S:1:pos:R:3:mulliken_charge:R:1
C 0.467 -1.719 1.760 -0.51
C -0.204 0.550 -2.457 -0.04
C 1.187 -1.548 3.026 0.70
C -0.294 -1.412 -0.505 0.66
C -0.001 -0.157 -0.244 -0.01
C -0.328 0.930 -1.095 0.31
N 1.805 -1.809 1.856 -0.12
N -0.132 0.178 -3.533 -0.38
O 0.517 0.197 1.025 -0.44
O 1.349 -1.331 4.178 -0.50
O -0.536 -2.526 -0.797 -0.40
O -1.581 1.539 -0.721 -0.53
H 0.394 1.785 -0.972 0.26
H -0.044 0.917 1.373 0.32
H 2.482 -1.623 1.092 0.31
H -2.301 0.957 -0.947 0.37
```

Results
M   168.108 g/mol
HOMO   -9.36 eV



[4]
The ion C6H4NO2 with charge -1 at a distorted geometry, computed with ωB97M-V/def2-TZVPD.

Geometry as XYZ:
```
13
Properties=species:S:1:pos:R:3:mulliken_charge:R:1
C 1.977 -0.601 -0.583 -0.68
C 0.757 -0.788 0.143 0.02
C 1.540 0.612 0.219 -0.72
C 1.375 1.846 0.153 1.00
C -2.848 0.348 0.433 0.43
C -0.595 -0.665 -0.525 -0.55
N -1.778 -0.131 0.247 -0.15
O 1.386 3.084 0.238 -0.67
O -3.855 0.808 0.746 -0.52
H 2.826 -1.088 0.052 0.03
H -0.877 -1.777 -0.635 0.26
H -0.600 -0.129 -1.513 0.35
H 0.692 -1.520 1.025 0.20
```

Results
M   122.103 g/mol
Net charge   -1
HOMO   -2.47 eV



ΔE to the lowest compared entry with this formula, charge and spin for every record listed, in sequence, given in eV: 2.546 0.438 0.831 2.655.